C6H14N2O | ωB97M-V with the def2-TZVPD basis set

LUMO (spin up / spin down): 0.572 / 0.115 eV
Total charge: 0
Spin multiplicity: 1
Energy: -421.55375 Ha
Relative energy (zero: lowest compared OMol25 entry of this formula, charge and spin): 154.7 kcal per mole
Molar mass: 130.2 g/mol
E_HOMO (spin up / spin down): -8.0 / -7.8 eV

Last columns: bonded neighbours and bond lengths (Å).
Atoms and positions in Å:
1 C 0.36 -0.97 -1.39  N5 1.437, C7 1.508, H12 1.096, H13 1.096
2 C -0.82 1.11 -1.75  N5 1.435, H15 1.105, H16 1.100, H17 1.091
3 C 2.38 -0.94 0.15  C7 1.500, H18 1.097, H19 1.090, H20 1.092
4 C -1.40 -1.01 1.21  C8 1.492, H21 1.095, H22 1.088, H23 1.095
5 N 0.44 0.46 -1.52  C1 1.437, C2 1.435
6 N -0.67 2.22 1.39  O9 1.312, H10 1.019, H11 1.018
7 C 0.89 -0.99 0.03  C1 1.508, C3 1.500, C8 1.368
8 C 0.08 -0.86 1.13  C4 1.492, C7 1.368, H14 1.085
9 O 0.09 1.33 0.81  N6 1.312
10 H -1.57 2.40 0.93  N6 1.019
11 H -0.20 3.05 1.74  N6 1.018
12 H -0.63 -1.41 -1.50  C1 1.096
13 H 1.05 -1.47 -2.08  C1 1.096
14 H 0.59 -0.84 2.08  C8 1.085
15 H -1.15 0.88 -2.79  C2 1.105
16 H -1.64 0.77 -1.10  C2 1.100
17 H -0.72 2.19 -1.65  C2 1.091
18 H 2.83 -1.87 -0.22  C3 1.097
19 H 2.69 -0.79 1.19  C3 1.090
20 H 2.78 -0.12 -0.45  C3 1.092
21 H -1.83 -0.18 1.78  C4 1.095
22 H -1.88 -1.05 0.24  C4 1.088
23 H -1.66 -1.94 1.74  C4 1.095